The following is a quantum chemistry calculation of a cluster of 2 separate species, CH3IO3S in total in a non-equilibrium geometry, from the OMol25 dataset.

```
9
Properties=species:S:1:pos:R:3
C 0.936 0.634 -0.695
O -1.823 -0.302 -0.558
O -1.899 0.517 1.804
O 0.162 0.876 0.451
S -1.175 -0.043 0.706
I 0.386 -3.443 1.267
H 1.227 1.603 -1.107
H 0.354 0.089 -1.441
H 1.831 0.070 -0.427
```

Calculated values
Frontier orbital gap (alpha / beta) ... 7.89 / 6.70 eV
HOMO level (alpha / beta) ... -10.48 / -10.13 eV
E ... -961.4077 hartree

These are the Mulliken partial charges, in e, on atoms 1 to 4: -0.548, -0.447, -0.461, -0.236



The following is a quantum chemistry calculation of the molecule CH3IO4S in a non-equilibrium geometry, from the OMol25 dataset.

```
10
Properties=species:S:1:pos:R:3
C -0.610 -0.588 0.560
O -1.673 2.618 -0.939
O -2.935 1.825 1.112
O -0.810 0.856 0.393
O -2.982 0.604 -0.991
S -2.147 1.572 -0.072
I -4.146 -0.648 -0.079
H -1.177 -0.952 1.392
H 0.436 -0.896 0.843
H -0.748 -1.146 -0.441
```

Calculated values
Frontier orbital gap ... 9.03 eV
HOMO level ... -10.46 eV
E ... -1036.6664 hartree

These are the Mulliken partial charges, in e, on atoms 1 to 4: -0.628, -0.547, -0.571, -0.237



The following is a quantum chemistry calculation of the molecule CH3IOS in a non-equilibrium geometry, from the OMol25 dataset.

```
7
Properties=species:S:1:pos:R:3
C -1.006 0.196 -0.244
O 0.057 -0.350 0.497
S 2.777 -1.490 0.328
I 1.982 0.605 0.459
H -1.074 1.195 0.226
H -1.937 -0.374 0.118
H -0.798 0.218 -1.385
```

Calculated values
Frontier orbital gap (alpha / beta) ... 6.64 / 6.65 eV
HOMO level (alpha / beta) ... -8.56 / -8.56 eV
E ... -810.8906 hartree

These are the Mulliken partial charges, in e, on atoms 1 to 4: -0.450, -0.450, -0.365, 0.577



The following is a quantum chemistry calculation of a cluster of 2 separate species, CH3IP2S in total in a non-equilibrium geometry, from the OMol25 dataset.

```
8
Properties=species:S:1:pos:R:3
C 2.130 0.748 -2.053
P 1.092 -1.929 -0.514
P 0.575 -0.280 -1.694
S 3.112 -1.961 -0.287
I 1.460 -3.533 4.288
H 1.818 1.186 -2.970
H 3.085 0.222 -1.865
H 2.182 1.495 -1.212
```

Calculated values
Frontier orbital gap (alpha / beta) ... 5.64 / 5.88 eV
HOMO level (alpha / beta) ... -8.84 / -8.64 eV
E ... -1418.4035 hartree

These are the Mulliken partial charges, in e, on atoms 1 to 4: -0.832, 0.107, 0.104, -0.266



The following is a quantum chemistry calculation of the ion CH3N2O with charge -1 in a non-equilibrium geometry, from the OMol25 dataset.

```
7
Properties=species:S:1:pos:R:3
O 1.709 -0.449 -0.304
N 0.892 0.142 0.504
C -0.494 -0.238 0.395
N -0.171 1.054 -0.179
H -1.176 -0.384 1.197
H -0.640 -1.124 -0.386
H -0.119 1.000 -1.228
```

Calculated values
Frontier orbital gap ... 6.84 eV
HOMO level ... -1.80 eV
Total charge ... -1
E ... -224.5280 hartree
SMILES ... [O-]N1CN1

These are the Mulliken partial charges, in e, on atoms 1 to 4: -0.710, -0.186, -0.181, -0.670



The following is a quantum chemistry calculation of a cluster of 2 separate species, CH3N2O2 in total in a non-equilibrium geometry, from the OMol25 dataset.

```
8
Properties=species:S:1:pos:R:3
C -0.212 0.019 -0.745
N -0.746 -0.664 2.082
N 0.899 0.378 -1.272
O -1.724 -1.167 2.284
O 0.209 -0.090 2.292
H -1.071 0.483 -1.336
H 0.783 1.096 -2.050
H 1.861 -0.055 -1.254
```

Calculated values
Frontier orbital gap (alpha / beta) ... 7.96 / 5.85 eV
HOMO level (alpha / beta) ... -14.47 / -13.36 eV
Total charge ... +1
E ... -299.3619 hartree

These are the Mulliken partial charges, in e, on atoms 1 to 4: -0.149, 1.036, -0.251, -0.219



The following is a quantum chemistry calculation of a cluster of 2 separate species, CH3N2O2 in total in a non-equilibrium geometry, from the OMol25 dataset.

```
8
Properties=species:S:1:pos:R:3
C 0.309 -0.401 0.170
N 1.031 0.560 -0.189
N -1.098 -0.192 -0.102
O -1.775 -0.527 0.831
O -1.398 0.239 -1.170
H 0.382 -1.673 0.889
H 1.930 0.583 0.243
H 0.619 1.411 -0.673
```

Calculated values
Frontier orbital gap ... 10.35 eV
HOMO level ... -17.39 eV
Total charge ... +1
E ... -299.4109 hartree

These are the Mulliken partial charges, in e, on atoms 1 to 4: 0.111, -0.174, 0.859, -0.426



The following is a quantum chemistry calculation of the molecule CH3N2OP in a non-equilibrium geometry, from the OMol25 dataset.

```
8
Properties=species:S:1:pos:R:3
C 0.313 0.645 0.182
N -0.879 0.394 1.143
N -0.885 -0.769 1.515
P 0.396 -1.790 0.934
O 0.858 -0.556 -0.094
H -0.009 1.210 -0.704
H 1.044 1.275 0.600
H -0.232 -2.503 -0.014
```

Calculated values
Frontier orbital gap ... 9.80 eV
HOMO level ... -9.31 eV
E ... -565.9461 hartree
SMILES ... C1N=NPO1

These are the Mulliken partial charges, in e, on atoms 1 to 4: -0.107, -0.185, -0.159, 0.250



The following is a quantum chemistry calculation of the ion CH3N2OS with charge -1 in a non-equilibrium geometry, from the OMol25 dataset.

```
8
Properties=species:S:1:pos:R:3
C 0.451 0.594 0.022
N -0.711 -0.282 -0.037
N -0.459 -1.722 -0.004
O 0.793 -1.977 -0.001
S -2.202 0.988 0.027
H 0.343 1.590 -0.530
H 0.591 0.785 1.141
H 1.193 0.025 -0.618
```

Calculated values
Frontier orbital gap (alpha / beta) ... 5.52 / 6.41 eV
HOMO level (alpha / beta) ... -1.69 / -3.54 eV
Spin multiplicity ... 3
Total charge ... -1
E ... -622.6669 hartree

These are the Mulliken partial charges, in e, on atoms 1 to 4: -0.676, 0.162, -0.280, -0.489



The following is a quantum chemistry calculation of the ion CH3N2OS with charge +1 in a non-equilibrium geometry, from the OMol25 dataset.

```
8
Properties=species:S:1:pos:R:3
C 0.725 0.176 0.031
N 0.137 -1.104 -0.100
O -1.231 -1.065 0.162
S -1.810 0.506 -0.113
N -0.177 1.106 0.117
H 1.794 0.280 0.020
H 0.537 -1.987 -0.380
H 0.026 2.087 0.264
```

Calculated values
Frontier orbital gap ... 8.53 eV
HOMO level ... -13.88 eV
Total charge ... +1
E ... -622.4559 hartree
SMILES ... C1=[NH+]OSN1

These are the Mulliken partial charges, in e, on atoms 1 to 4: 0.138, -0.033, -0.211, 0.276



The following is a quantum chemistry calculation of the molecule CH3N2PS in a non-equilibrium geometry, from the OMol25 dataset.

```
8
Properties=species:S:1:pos:R:3
C -0.527 -0.995 -0.064
N 0.756 -0.636 0.449
N 1.184 0.497 0.402
P 0.992 1.805 -0.492
S -1.485 0.190 -0.924
H -0.352 -1.929 -0.768
H -1.181 -1.557 0.803
H 0.613 2.627 0.594
```

Calculated values
Frontier orbital gap ... 6.79 eV
HOMO level ... -8.22 eV
E ... -888.8213 hartree

These are the Mulliken partial charges, in e, on atoms 1 to 4: -0.262, -0.116, -0.074, 0.187



The following is a quantum chemistry calculation of a cluster of 2 separate species, CH3N2S in total in a non-equilibrium geometry, from the OMol25 dataset.

```
7
Properties=species:S:1:pos:R:3
C 0.290 0.013 0.207
N 0.640 -1.186 0.433
N -0.763 0.829 0.119
S 1.948 0.000 0.601
H 0.350 -1.998 -1.564
H -1.802 0.510 0.014
H -0.664 1.833 0.189
```

Calculated values
Frontier orbital gap (alpha / beta) ... 10.15 / 6.96 eV
HOMO level (alpha / beta) ... -15.74 / -14.97 eV
Total charge ... +1
E ... -547.1280 hartree

These are the Mulliken partial charges, in e, on atoms 1 to 4: 0.710, -0.331, -0.339, 0.245